No. 1
Computed, not measured: a structure of composition C33H24N4O8Pd in a non-equilibrium geometry, with wB97M-V/def2-TZVPD.

- <S²>: 0.83
- 2S+1: 2
- HOMO energy (alpha / beta): -0.366 / -0.360 Ha
- Total energy: -60421.1276 eV
- Energy above the lowest of the compared OMol25 structures with the same formula, charge and spin: 0.795 eV
- Charge: +1
- Kohn-Sham gap (alpha / beta): 0.178 / 0.171 Ha

```
70
Properties=species:S:1:pos:R:3:forces:R:3
Pd 0.187768 -0.191629 -0.028126 0.50 -0.09 -0.17
O 5.223837 3.492133 -0.118677 0.27 0.12 -0.05
O -3.802308 1.302013 0.323907 0.13 -0.12 -0.03
O 3.148241 3.674105 1.972019 -0.07 0.20 0.46
O 1.666141 0.558837 -1.219255 -1.54 -0.41 -0.55
O -0.394168 -1.660658 -1.741573 0.03 -0.04 0.23
O 1.205106 1.471460 1.396537 -0.94 -1.14 0.81
O 0.926749 -3.585556 2.374711 -0.11 0.15 -0.13
O 4.302799 1.500700 -2.116492 0.03 -0.10 -0.31
N -1.711827 1.038564 -0.444233 0.32 -0.09 0.01
N -0.112877 -1.180373 -2.932470 0.01 0.12 -0.05
N -1.284990 -1.082790 1.117651 -0.07 0.08 -0.04
N 1.235771 -1.889822 0.946303 0.01 0.36 -0.13
C -1.177444 3.411265 -0.819829 0.04 0.04 -0.02
C 1.124159 -1.321316 -3.438392 0.06 0.05 0.00
C 0.447424 -2.557887 1.684554 -0.20 -0.11 0.17
C 2.368027 -3.592580 2.111665 -0.05 0.07 -0.01
C -1.070698 -0.538374 -3.628968 -0.01 0.02 -0.03
C -0.799521 -0.007446 -4.869886 -0.04 -0.02 0.03
C 4.757558 -1.291223 0.651452 -0.04 0.05 -0.03
C 2.578185 -2.477074 1.055682 0.16 0.01 -0.06
C 0.664033 5.443619 -0.352913 -0.01 -0.01 0.00
C -3.553736 -1.255104 1.769717 -0.01 0.03 0.00
C -0.983813 -2.194596 1.787467 0.03 -0.01 0.03
C -0.713553 4.190601 -1.872345 0.03 -0.01 -0.01
C 3.147935 2.909909 1.056136 0.39 0.04 -0.73
C -2.529329 -0.615427 1.093064 -0.04 0.02 0.02
C -3.248912 -2.413167 2.471953 -0.02 -0.01 0.02
C 3.416599 -0.616122 2.527162 0.05 0.01 0.01
C 4.220126 2.858312 -0.079472 -0.63 -0.18 0.24
C 3.609934 -1.438330 1.421208 0.06 -0.01 0.00
C 2.435200 1.353219 -0.609580 0.74 0.24 1.40
C -2.150373 2.290548 -1.082592 0.05 0.09 -0.09
C 5.507228 0.488105 2.084197 -0.02 0.01 -0.02
C 0.202686 4.667225 0.702945 -0.04 0.01 0.02
C -1.948053 -2.898840 2.486076 0.02 0.01 0.02
C 3.716409 1.836839 -1.122965 0.48 0.07 0.35
C 4.361823 0.342566 2.859395 -0.04 -0.01 -0.01
C -0.717900 3.656975 0.469413 -0.02 0.04 0.01
C 0.202286 5.207994 -1.640177 0.00 -0.01 0.01
C -3.571497 2.490931 -0.497732 0.03 -0.04 0.01
C 0.472946 -0.135425 -5.406880 0.01 0.01 -0.03
C -2.666579 0.614766 0.279776 -0.13 -0.08 0.16
C 1.439797 -0.804509 -4.676089 0.02 -0.03 0.03
C 5.704418 -0.328798 0.979880 -0.02 0.00 -0.01
C 2.140515 1.865887 0.700694 0.54 0.67 -1.50
H -4.026502 -2.938523 3.009500 0.01 0.00 -0.01
H -1.589179 0.496981 -5.408311 0.00 -0.01 0.01
H -2.194184 2.118895 -2.160046 -0.03 0.00 -0.01
H 0.574058 4.836320 1.705306 0.00 -0.01 -0.02
H 2.868623 -3.378416 3.052900 0.01 0.01 0.00
H -1.061097 3.996351 -2.881075 0.00 0.00 0.00
H -3.643968 3.357504 0.154351 0.02 0.01 0.01
H -4.555960 -0.851981 1.741710 0.00 0.00 0.00
H -1.679543 -3.796941 3.023934 0.01 0.00 -0.01
H 6.239283 1.244843 2.335649 -0.01 -0.01 0.00
H 4.907580 -1.919451 -0.219356 0.00 0.00 0.01
H 1.385458 6.229491 -0.170257 0.00 -0.01 0.00
H -4.352330 2.519684 -1.251907 0.00 0.02 0.00
H 2.830222 -2.900902 0.081923 0.03 -0.03 0.01
H 6.588468 -0.210408 0.367201 -0.01 0.00 0.01
H 1.815155 -1.839196 -2.793786 0.03 0.01 0.00
H 2.447102 -0.924257 -5.047351 0.00 0.00 0.01
H -2.027462 -0.501509 -3.132304 -0.02 0.02 0.00
H 0.704470 0.277919 -6.378369 0.00 0.00 0.01
H -1.050057 3.038887 1.295885 0.00 0.01 0.00
H 2.513542 -0.702256 3.120677 -0.02 0.00 0.02
H 0.559673 5.811329 -2.464269 0.00 -0.01 0.00
H 2.630233 -4.585459 1.760260 0.01 0.00 -0.01
H 4.198141 0.987219 3.713555 0.01 0.00 -0.02
```
Forces are in eV/Å.

=====

No. 2
Computed, not measured: a structure of composition C33H25AuF9N2O7S2Sb in a non-equilibrium geometry, with wB97M-V/def2-TZVPD.

- <S²>: 2.01
- 2S+1: 3
- HOMO energy (alpha / beta): -0.320 / -0.326 Ha
- Total energy: -108293.2085 eV
- Kohn-Sham gap (alpha / beta): 0.323 / 0.226 Ha

```
80
Properties=species:S:1:pos:R:3:forces:R:3
Au -2.937654 -0.018105 0.595624 0.06 0.08 0.27
Sb 1.907976 0.447551 -0.579067 -0.90 -1.18 0.27
S -3.246727 1.114965 3.377553 -0.16 0.45 0.83
S -0.363757 1.598975 1.604239 0.67 0.01 -1.02
F -5.895980 1.331543 0.048098 0.94 1.15 -0.57
F -3.943693 2.534606 -3.417216 0.32 -0.41 0.18
F -2.434289 1.387170 -2.354651 0.73 0.25 0.43
F -5.584291 -0.918301 -3.357870 0.08 -0.62 -0.07
F -6.953122 -0.048833 -1.937920 -0.17 -0.13 -0.13
F -4.152254 2.619184 -0.532782 -0.40 -0.07 0.33
F -6.051409 2.794508 -1.558004 0.12 0.01 0.03
F -3.463975 0.499732 -3.988766 -0.07 -0.20 -0.12
F -6.290547 1.090583 -3.681266 -0.04 -0.41 0.41
O -0.811199 0.219258 1.640746 -0.41 -1.26 -0.33
O 1.153822 1.561223 1.470765 -0.77 0.41 -0.31
O -4.260372 1.485192 4.320692 -0.52 0.34 -0.39
O -3.481629 1.598575 1.970247 0.11 -0.36 0.48
O -2.904750 -0.286374 3.415427 0.15 -1.10 -0.47
O -1.031037 2.409690 0.613953 0.67 -0.04 0.45
O -4.148715 -0.233489 -1.169865 -0.33 0.14 0.03
N -1.866075 -2.875120 2.014398 -0.29 0.27 1.31
N -2.029609 -1.788117 -0.081342 -0.32 -1.63 0.93
C -1.785051 1.948388 4.021942 -0.17 -0.86 -1.31
C 0.437539 2.778423 3.850151 -1.03 -0.74 -3.34
C 1.840353 -1.468441 -5.194968 -0.68 -0.68 -0.46
C 2.464454 -1.216641 2.040564 0.07 -0.51 0.75
C -0.799618 3.087768 5.801386 0.40 -0.07 0.50
C -1.049827 -4.015663 0.103462 -0.30 1.21 0.22
C -5.911999 0.189447 -2.728402 0.28 1.31 0.07
C -5.210297 1.939938 -0.977963 -0.60 -1.30 0.12
C 2.853636 -1.087875 -3.115482 1.82 -0.48 -0.51
C 4.324742 1.984116 -1.622588 0.21 0.64 -3.28
C 3.762465 1.390231 -0.543081 -0.62 -0.14 1.48
C -0.636090 2.142163 3.231144 -0.50 0.53 2.10
C 0.681463 -0.182261 -3.450858 0.45 -0.81 -1.09
C -1.844635 2.298135 5.383385 0.55 0.80 -1.93
C 1.752419 -0.426172 -2.620885 0.30 0.37 0.45
C -1.086044 -2.862606 -1.975041 0.55 -1.48 -0.32
C -1.677475 -2.865261 0.686469 0.39 0.16 -0.36
C 3.241986 -3.547135 2.001426 0.42 0.90 -0.73
C -3.615109 1.309686 -2.936084 -1.60 0.53 0.16
C -1.819167 -1.875344 -1.399847 1.52 0.04 -0.19
C 0.720090 -0.793140 -4.745882 -0.95 1.85 0.71
C 6.152799 2.885842 -0.299956 -0.71 -0.61 -1.85
C 3.015328 -2.350112 2.674755 -0.64 0.50 -0.20
C 0.342570 3.342170 5.024480 -1.12 0.27 3.61
C 4.329189 1.596459 0.697261 1.04 0.98 0.26
C 3.171908 -3.575490 0.591130 -0.67 -0.19 1.86
C 2.977756 -1.599047 -4.418057 -1.46 1.05 1.23
C 5.509406 2.347062 0.779511 -0.49 -0.44 1.20
C 2.678272 -2.432725 0.000053 -0.15 -0.85 -2.11
C -0.691808 -3.995485 -1.200589 -0.77 0.53 -1.10
C -4.713714 0.771352 -1.898042 0.82 -0.15 -0.50
C 5.536775 2.686105 -1.554608 0.06 0.09 1.13
C 2.330435 -1.294615 0.663745 -0.40 1.72 0.22
H -0.855507 3.499227 6.774077 0.06 0.39 0.95
H 6.040168 3.146072 -2.385704 -0.34 -0.11 -0.57
H 1.700802 -1.960793 -6.150761 0.57 0.22 -0.20
H 3.754202 1.896813 -2.596753 1.04 0.17 0.96
H 3.909633 -1.964887 -4.777567 0.41 -0.52 -0.15
H 3.250021 -2.307472 3.727835 -0.37 -0.04 0.22
H -0.836246 -4.812675 0.767539 0.21 -0.75 0.39
H 2.427056 -2.468022 -1.062518 0.44 -0.11 0.15
H -2.053372 -1.013742 -1.963922 -0.64 0.63 -0.45
H 5.879490 2.515224 1.769076 0.35 0.10 0.44
H -0.243390 -4.852471 -1.711824 0.09 0.34 0.41
H -0.073097 -0.555078 -5.487425 0.41 -0.47 0.81
H -2.759269 2.106506 5.924355 0.17 0.03 0.15
H 1.220857 2.988127 3.212958 1.99 0.20 -0.91
H -2.223699 -2.077906 2.544981 0.02 0.08 -0.50
H -0.061834 0.483486 -3.059114 -0.82 0.02 -0.46
H 3.359206 -4.479800 0.027934 -0.01 0.07 -0.03
H 2.039729 -0.397085 2.647446 0.68 -0.28 -0.57
H 7.095891 3.416835 -0.269786 -0.14 0.04 0.33
H 3.461786 -4.377138 2.640724 0.47 -0.61 -0.21
H 3.869333 1.335327 1.634846 -0.20 -0.46 0.01
H 1.179308 3.862120 5.426955 0.30 0.58 0.35
H -0.810785 -2.841200 -3.027413 -0.28 0.20 0.22
H -1.506783 -3.617145 2.624792 -0.19 0.47 -1.01
H 3.743054 -1.158031 -2.512294 0.22 -0.06 0.34
```
Forces are in eV/Å.

=====

No. 3
Computed, not measured: a structure of composition C33H25Br4NO6PPmSSe2 in a non-equilibrium geometry, with wB97M-V/def2-TZVPD.

- <S²>: 6.01
- 2S+1: 5
- HOMO energy (alpha / beta): -0.088 / -0.089 Ha
- Total energy: -495948.9950 eV
- Energy above the lowest of the compared OMol25 structures with the same formula, charge and spin: 0.000 eV
- Charge: -2
- Kohn-Sham gap (alpha / beta): 0.228 / 0.229 Ha

```
74
Properties=species:S:1:pos:R:3:forces:R:3
Pm -1.331632 -16.288335 12.740989 0.65 -1.12 0.27
Br -1.802108 -9.048441 13.117131 0.22 0.47 0.03
Br -2.647143 -10.140909 16.385076 0.12 -0.47 -1.57
Br -4.127984 -13.067092 16.115072 -0.14 -0.62 0.14
Br -0.242228 -11.410577 11.227100 0.07 0.46 -0.35
Se -3.137848 -16.534483 10.082746 0.08 0.09 -0.81
Se 0.384888 -16.699659 10.041724 -0.28 0.22 -0.24
S 0.302324 -17.047371 15.604467 -0.07 0.84 -2.99
P -1.402680 -16.585855 8.759544 1.38 -0.06 1.10
O -0.715878 -14.122804 12.337749 -0.05 0.24 -0.29
O -2.832894 -14.868421 13.777778 0.37 0.23 0.58
O -0.168536 -15.707176 15.125896 1.09 -0.17 0.31
O -1.460614 -20.913489 13.008647 0.16 1.77 0.34
O 1.657245 -17.217723 16.133227 -1.33 0.37 0.05
O -1.765805 -18.681173 12.626280 -0.04 -0.51 0.13
N 0.024395 -17.902930 14.254465 -0.67 0.06 2.46
C -2.429139 -11.271582 14.782724 -0.10 0.14 -0.92
C -3.172751 -16.829500 20.633212 -0.17 -1.33 0.59
C -1.311526 -18.083328 7.672330 0.77 -0.12 -1.69
C -4.599740 -18.476478 14.197617 -0.36 -0.02 0.85
C -1.209450 -13.825208 8.302167 -0.33 -0.88 0.45
C -2.100295 -16.655106 17.007191 0.88 -0.44 -0.84
C -1.854615 -10.871557 13.557847 -0.15 0.77 1.97
C -0.426947 -19.282284 14.519609 0.43 -0.13 -1.28
C -2.738998 -16.451225 18.201190 -0.05 -0.48 1.51
C -6.354087 -20.065242 13.777811 -0.93 0.04 0.72
C -2.830510 -12.611753 14.811548 0.16 -1.48 0.12
C -1.289796 -19.699368 13.262267 -0.31 -0.43 0.33
C -6.918170 -17.832753 14.522934 0.95 -1.19 0.31
C -1.312452 -20.582100 6.378169 0.47 0.20 -0.07
C -1.005702 -17.575865 19.382611 -0.63 -0.45 1.57
C -5.553598 -17.520047 14.500570 -0.81 0.29 -0.26
C -0.088091 -18.768533 7.406261 -0.27 0.21 1.44
C -2.263495 -16.953604 19.453705 0.61 0.31 -2.16
C -0.825834 -17.228185 16.988912 0.26 -0.60 1.03
C -7.303163 -19.138829 14.258532 0.86 0.45 -0.87
C -1.558461 -14.045400 5.549917 0.60 1.64 -0.21
C -2.435941 -18.565595 6.998842 -0.76 0.55 1.14
C -2.384840 -13.633317 13.912369 -0.20 1.44 0.01
C -0.314808 -17.689807 18.192650 0.90 -0.05 0.00
C -1.261183 -15.091567 7.671130 -0.02 0.08 0.76
C -1.479255 -12.693666 7.540901 0.65 0.48 -0.27
C -5.016491 -19.780980 13.849327 1.29 0.70 -0.39
C -1.578583 -12.772474 6.152783 -0.52 -0.97 -0.02
C -2.463166 -19.824308 6.427929 -0.07 0.14 -0.37
C -1.314555 -11.813900 12.719769 0.82 -1.53 -0.44
C -0.110042 -20.058273 6.858303 0.58 -0.17 0.47
C -1.337392 -15.188216 6.292343 -0.14 -0.50 -0.24
C -1.357318 -13.201331 12.979854 -1.13 -0.01 0.63
H -2.834221 -16.170869 21.424275 0.24 0.23 0.06
H 0.796335 -20.715339 6.980681 -0.92 0.92 -0.64
H -1.676394 -11.850350 5.557296 -0.13 -0.63 0.28
H -3.577821 -18.166967 14.410644 0.03 -0.57 -0.63
H -4.286418 -20.547319 13.568464 -0.10 0.42 0.10
H -1.164420 -16.154850 5.798258 -0.52 0.39 0.23
H -3.355230 -17.972630 7.044632 0.18 -0.30 0.13
H -8.335779 -19.361570 14.345648 -0.83 -0.52 -0.11
H -5.310976 -16.486160 14.700701 0.53 0.02 0.14
H -1.639095 -14.049821 4.477495 0.07 -0.40 -0.34
H -6.651900 -21.043317 13.416701 -0.16 0.00 0.19
H 0.415037 -20.006340 14.563931 -0.47 0.30 0.24
H 0.846562 -18.330835 7.814656 -0.73 -0.51 -0.21
H -3.331986 -17.836987 21.104308 0.20 0.78 -0.33
H -3.396507 -20.225657 6.047297 0.08 0.11 -0.11
H -1.353459 -21.538906 5.889377 0.11 -0.44 0.18
H -1.028039 -19.317068 15.452372 0.12 -0.40 -0.48
H -4.154929 -16.503281 20.301022 -0.03 0.15 0.02
H -7.628189 -17.120374 14.878781 -0.41 0.46 0.00
H -2.526957 -16.426745 16.043542 -0.29 0.73 0.05
H 0.696592 -18.098177 18.277705 -0.34 0.12 -0.48
H -0.951142 -13.821392 9.388652 -0.61 0.32 -0.87
H -3.642430 -15.873900 18.242767 -0.52 0.00 -0.30
H -1.560541 -11.689113 7.943358 0.27 -0.24 0.52
H -0.519878 -18.043093 20.276463 -0.63 0.58 -0.66
```
Forces are in eV/Å.

=====

<S²> of number 1 (C33H24N4O8Pd)? 0.83